No. 1
A structure of composition C38H57N9O2S3SbSc at a distorted geometry. Source: the Open Molecules 2025 dataset; level of theory: the ωB97M-V functional and the def2-TZVPD basis.

Last column: natural (NBO) charge in e.
Cartesian coordinates (Å):
Sc (0.4802, 0.3456, 0.4404)  1.4364
C (-1.4137, -5.6924, -3.3379)  -0.6716
C (-0.4891, -4.5341, -3.3202)  0.3488
N (0.2665, -4.1609, -4.2965)  -0.2352
N (0.9233, -3.0645, -3.8451)  -0.3575
C (0.5811, -2.7185, -2.5946)  0.2439
S (1.2218, -1.4425, -1.7111)  -0.2297
N (-0.3332, -3.6669, -2.2495)  -0.2140
N (-0.9425, -3.7072, -1.0127)  -0.6142
H (-1.0067, -6.4506, -4.0026)  0.2766
H (-2.3877, -5.4006, -3.7348)  0.2439
H (-1.5513, -6.1236, -2.3476)  0.2334
H (1.6383, -2.6354, -4.4086)  0.4411
H (-1.7407, -4.3261, -1.0382)  0.3851
H (-0.2820, -4.0070, -0.3036)  0.3810
N (-1.7554, 1.5011, 1.4768)  -0.8656
C (-1.5507, 2.9021, 1.9321)  -0.2060
C (-0.2338, 3.0032, 2.7185)  -0.5107
C (0.6648, 2.1475, 1.8855)  0.7999
O (0.9005, 2.4262, 0.6819)  -0.7027
O (0.9417, 0.9685, 2.2881)  -0.7601
H (-2.5621, 1.4902, 0.8629)  0.4042
H (-2.0153, 0.9454, 2.2898)  0.3809
H (-2.3792, 3.2633, 2.5433)  0.2126
H (-1.4682, 3.5237, 1.0419)  0.2194
H (-0.3210, 2.5699, 3.7131)  0.2373
H (0.1073, 4.0343, 2.7743)  0.2645
S (-0.4935, 1.5620, -1.7826)  -0.1492
C (-1.5524, 0.7813, -2.8325)  0.1045
N (-1.6641, 1.1546, -4.0955)  -0.3123
C (-2.7742, 0.6669, -4.9126)  -0.2400
C (-3.0123, -0.7899, -4.6216)  -0.2315
N (-3.1978, -0.9828, -3.1876)  -0.3822
C (-4.2972, -1.8685, -2.7858)  -0.2497
C (-5.6078, -1.3649, -3.3451)  -0.0860
C (-6.3029, -2.0973, -4.2994)  -0.2092
C (-7.5057, -1.6252, -4.8063)  -0.1924
C (-8.0105, -0.4092, -4.3727)  -0.1881
C (-7.3127, 0.3338, -3.4293)  -0.2110
C (-6.1152, -0.1409, -2.9190)  -0.1651
C (-2.4415, -0.3137, -2.3129)  0.1849
S (-2.4308, -0.6680, -0.6856)  -0.1072
C (-0.7851, 2.1400, -4.7414)  -0.2371
C (-1.5715, 3.2481, -5.3981)  -0.1008
C (-1.6076, 3.3665, -6.7817)  -0.2028
C (-2.3134, 4.4047, -7.3729)  -0.1927
C (-2.9873, 5.3230, -6.5830)  -0.1866
C (-2.9625, 5.2019, -5.2001)  -0.2109
C (-2.2558, 4.1677, -4.6085)  -0.1588
H (-2.5300, 0.8226, -5.9605)  0.2485
H (-3.6735, 1.2470, -4.6864)  0.2360
H (-2.1676, -1.3974, -4.9656)  0.2103
H (-3.9075, -1.1218, -5.1419)  0.2553
H (-4.3264, -1.8830, -1.7004)  0.2559
H (-4.0982, -2.8802, -3.1517)  0.2112
H (-5.9069, -3.0459, -4.6448)  0.2134
H (-8.0467, -2.2117, -5.5364)  0.2318
H (-8.9509, -0.0437, -4.7620)  0.2331
H (-7.7089, 1.2787, -3.0823)  0.2274
H (-5.5704, 0.4411, -2.1827)  0.2007
H (-0.1903, 1.6075, -5.4885)  0.2246
H (-0.1207, 2.5486, -3.9888)  0.2517
H (-1.0732, 2.6547, -7.4008)  0.2143
H (-2.3284, 4.4985, -8.4502)  0.2314
H (-3.5204, 6.1422, -7.0458)  0.2324
H (-3.4836, 5.9227, -4.5845)  0.2271
H (-2.2233, 4.0714, -3.5282)  0.2034
C (2.0000, -4.0404, 0.8820)  -0.6190
C (1.4719, -3.7670, 2.2876)  -0.4734
C (0.8593, -5.0207, 2.8977)  -0.6290
Sb (0.1295, -2.0026, 2.3717)  0.9616
C (-1.7988, -2.8978, 2.9586)  -0.4660
C (-2.4656, -3.6787, 1.8335)  -0.6310
C (-2.7173, -1.7866, 3.4535)  -0.6323
C (0.7003, -1.3323, 4.3966)  -0.4593
C (0.4513, -2.3964, 5.4575)  -0.6335
C (2.1517, -0.8627, 4.4520)  -0.6340
H (2.8742, -4.6933, 0.9357)  0.2327
H (2.2964, -3.1320, 0.3578)  0.2260
H (1.2527, -4.5611, 0.2754)  0.1682
H (2.3037, -3.4435, 2.9193)  0.2215
H (0.0661, -5.4296, 2.2695)  0.1973
H (0.4483, -4.8358, 3.8895)  0.2190
H (1.6306, -5.7881, 2.9955)  0.2314
H (-1.5578, -3.5796, 3.7739)  0.2256
H (-2.6771, -3.0276, 0.9823)  0.2144
H (-3.4160, -4.0835, 2.1903)  0.2271
H (-1.8512, -4.5222, 1.5110)  0.1946
H (-2.9933, -1.1259, 2.6263)  0.1942
H (-2.2563, -1.1987, 4.2495)  0.2145
H (-3.6383, -2.2182, 3.8515)  0.2338
H (0.0447, -0.4764, 4.5782)  0.2128
H (1.0939, -3.2644, 5.3023)  0.2072
H (-0.5868, -2.7270, 5.4904)  0.2095
H (0.6909, -1.9823, 6.4393)  0.2316
H (2.8436, -1.6843, 4.2510)  0.1984
H (2.3700, -0.4914, 5.4559)  0.2283
H (2.3476, -0.0539, 3.7546)  0.2262
N (2.8712, 1.9445, -1.7077)  -0.7640
C (3.4655, 1.3164, -0.6644)  0.4418
C (4.8181, 1.5938, -0.3823)  -0.2868
C (5.4595, 0.9047, 0.6100)  -0.1013
C (4.7581, -0.0832, 1.3103)  -0.2837
C (3.4491, -0.2940, 0.9855)  0.0719
N (2.7731, 0.3957, 0.0362)  -0.6269
H (3.3458, 2.7395, -2.0981)  0.4052
H (1.8690, 1.9322, -1.7975)  0.4051
H (5.3262, 2.3592, -0.9523)  0.2331
H (6.4924, 1.1170, 0.8488)  0.2402
H (5.2277, -0.6513, 2.0993)  0.2399
H (2.8835, -1.0601, 1.5067)  0.2011

Properties
* Kohn-Sham gap: 6.971 eV
* HOMO energy: -12.968 eV
* charge: +2
* E_tot: -117572.58813 eV

***

No. 2
A cluster of 34 separate species, H68O34 in total at a distorted geometry. Source: the Open Molecules 2025 dataset; level of theory: the ωB97M-V functional and the def2-TZVPD basis.

Last column: Mulliken charge in e.
Cartesian coordinates (Å):
O (-2.3494, -2.9709, -0.5204)  -0.3887
H (-2.9478, -3.6531, -0.2158)  0.1863
H (-2.2028, -3.1752, -1.4440)  0.2111
O (-4.9057, 2.0021, 1.5039)  -0.6111
H (-5.6400, 2.5099, 1.8489)  0.3183
H (-4.1860, 2.1788, 2.1098)  0.4015
O (-3.6822, 1.7196, -2.7251)  -0.7098
H (-4.2118, 2.3639, -2.2554)  0.3279
H (-3.0039, 1.4646, -2.0997)  0.3072
O (4.5413, 0.2575, -1.6210)  -0.5705
H (5.4307, 0.3637, -1.9585)  0.2665
H (4.4496, 0.9484, -0.9648)  0.3121
O (-0.2482, 2.9177, 4.3269)  -0.5641
H (-0.2695, 2.2192, 4.9810)  0.2710
H (-0.3526, 3.7236, 4.8328)  0.2498
O (1.7972, -3.1366, -3.7938)  -0.6291
H (2.3219, -2.3767, -4.0458)  0.2540
H (1.1874, -3.2591, -4.5214)  0.2856
O (0.4670, -3.5511, 2.1070)  -0.7024
H (1.2199, -3.9558, 1.6763)  0.3517
H (-0.2193, -3.5503, 1.4398)  0.2407
O (-3.7774, -2.4893, 3.4399)  -0.6056
H (-3.8832, -1.7885, 2.7965)  0.4036
H (-3.9771, -3.2910, 2.9567)  0.2472
O (-2.0677, 1.6904, -0.4626)  0.1453
H (-1.5307, 1.3041, 0.2292)  -0.1464
H (-1.6073, 2.4945, -0.7030)  0.2599
O (-1.2487, -0.3883, -4.8080)  -0.6740
H (-1.4433, 0.2756, -5.4696)  0.2811
H (-0.8109, 0.0934, -4.1062)  0.3495
O (4.4567, -2.3366, -0.8393)  -0.6478
H (5.2897, -2.3252, -0.3680)  0.2543
H (4.2923, -1.4195, -1.0585)  0.3996
O (2.5940, -4.5240, -1.7331)  -0.7009
H (2.1974, -4.1514, -2.5206)  0.4211
H (2.9871, -3.7751, -1.2850)  0.2576
O (-5.2955, -1.3881, -1.3185)  -0.6582
H (-4.4257, -1.1239, -1.6183)  0.4069
H (-5.4496, -2.2320, -1.7432)  0.2777
O (-3.1078, 4.6127, 1.0449)  -0.6590
H (-2.6292, 5.1093, 1.7086)  0.2645
H (-3.0173, 3.6994, 1.3168)  0.3671
O (-4.3755, -0.6860, 1.5423)  -0.7875
H (-4.5693, 0.2443, 1.4270)  0.4149
H (-4.4936, -1.0655, 0.6715)  0.2713
O (-1.8215, -1.4445, 5.6487)  -0.6860
H (-1.0731, -1.2236, 5.0943)  0.3596
H (-2.4165, -1.9213, 5.0699)  0.3084
O (-1.2240, -3.6995, -3.2041)  -0.6993
H (-1.1760, -4.2272, -4.0012)  0.2714
H (-0.3636, -3.8006, -2.7971)  0.2969
O (3.0332, -4.2529, 1.4092)  -0.5883
H (3.3952, -4.5558, 2.2420)  0.2613
H (3.6864, -3.6396, 1.0725)  0.2841
O (-0.1128, 3.5167, -0.9493)  -0.6540
H (0.5754, 4.0821, -1.3000)  0.1889
H (-0.1021, 3.6821, -0.0066)  0.2612
O (2.2979, 1.7587, 2.6497)  -0.8578
H (1.6534, 1.6520, 1.9500)  0.2206
H (1.8058, 1.6008, 3.4554)  0.2719
O (1.7287, -0.2097, 4.7939)  -0.5824
H (1.1052, -0.6058, 4.1852)  0.5013
H (2.4228, -0.8625, 4.8851)  0.2585
O (1.1663, -1.4795, -1.5457)  0.1985
H (0.7991, -0.8374, -2.1533)  0.1329
H (1.3636, -2.2407, -2.0914)  -0.0955
O (3.0854, -0.7907, -4.1134)  -0.7254
H (2.5563, -0.0316, -4.3587)  0.3425
H (3.5720, -0.5044, -3.3405)  0.3010
O (1.7635, 1.8958, -4.2469)  -0.5393
H (1.4649, 2.1837, -5.1095)  0.2301
H (2.6720, 2.1927, -4.1960)  0.2034
O (-1.5044, -0.7613, 0.7809)  0.8030
H (-1.5213, -1.5330, 0.2149)  -0.3264
H (-2.4248, -0.5209, 0.8865)  -0.0165
O (4.0627, 2.3361, 0.1072)  -0.7117
H (3.3399, 2.0408, 0.6608)  0.3151
H (3.6896, 3.0450, -0.4168)  0.3621
O (3.5335, 4.0992, -2.2092)  -0.6088
H (2.7445, 4.5205, -2.5500)  0.3150
H (3.8221, 3.5222, -2.9163)  0.2854
O (0.1359, 0.8584, -2.5040)  -0.5389
H (-0.1733, 1.6613, -2.0844)  -0.0073
H (0.8513, 1.1446, -3.0718)  0.4360
O (-2.5066, 2.4836, 2.8687)  -0.6454
H (-1.6094, 2.7142, 3.1097)  0.1582
H (-2.8071, 1.9152, 3.5779)  0.2594
O (0.4486, 4.2298, 1.6853)  -0.5863
H (0.4921, 5.1049, 2.0709)  0.2289
H (0.3108, 3.6457, 2.4310)  0.2474
O (4.7104, 0.9032, 3.6969)  -0.5863
H (3.8805, 1.0091, 3.2319)  0.3998
H (4.8037, -0.0428, 3.8089)  0.2743
O (-0.4374, -1.1961, 3.2824)  -0.6409
H (-0.7455, -0.6418, 2.5655)  0.0883
H (-0.0930, -1.9778, 2.8504)  0.3479
O (-2.9363, -1.5550, -2.8565)  -0.4880
H (-2.3119, -2.2784, -2.8018)  0.2316
H (-2.6502, -1.0479, -3.6164)  0.2201
O (0.7467, 0.4238, 0.3744)  0.7784
H (-0.0422, -0.0964, 0.5266)  0.1123
H (1.0314, 0.1764, -0.5054)  -0.1216

Properties
* Kohn-Sham gap: 8.704 eV
* HOMO energy: -9.788 eV
* E_tot: -70722.89513 eV
* energy above the lowest of the compared OMol25 structures with the same formula, charge and spin: 3.719 eV

***

No. 3
A cluster of 3 separate species, C6H12IO4 in total at a distorted geometry. Source: the Open Molecules 2025 dataset; level of theory: the ωB97M-V functional and the def2-TZVPD basis.

Last column: natural (NBO) charge in e.
Cartesian coordinates (Å):
I (-25.1749, -8.4813, -25.9951)  -0.9613
C (-22.6892, -14.5175, -26.7445)  -0.2493
O (-22.5619, -13.1409, -27.0193)  -0.5187
C (-23.0310, -12.2212, -26.1585)  0.9771
O (-22.7671, -11.0764, -26.2357)  -0.5623
O (-23.8347, -12.7785, -25.2670)  -0.5392
C (-24.5053, -11.9208, -24.3646)  -0.2886
H (-23.7327, -14.8186, -26.8946)  0.1778
H (-22.4435, -14.8416, -25.7314)  0.1815
H (-22.0675, -15.0300, -27.4735)  0.1837
H (-24.7934, -10.9755, -24.8370)  0.2634
H (-23.8746, -11.6578, -23.5149)  0.1729
H (-25.4290, -12.3873, -24.0299)  0.1774
C (-25.5273, -4.5651, -25.3915)  -0.7475
C (-24.5978, -3.5722, -26.0105)  0.5948
O (-23.4020, -3.6186, -25.8304)  -0.5592
C (-25.1467, -2.4445, -26.8600)  -0.7171
H (-25.0736, -5.5518, -25.5426)  0.3079
H (-26.5282, -4.5362, -25.8111)  0.2113
H (-25.5215, -4.4281, -24.3085)  0.2337
H (-25.8980, -2.7172, -27.6014)  0.2190
H (-24.3259, -1.9687, -27.3973)  0.2230
H (-25.5674, -1.6805, -26.1992)  0.2196

Properties
* Kohn-Sham gap: 6.369 eV
* HOMO energy: -3.379 eV
* charge: -1
* E_tot: -22709.28734 eV
* energy above the lowest of the compared OMol25 structures with the same formula, charge and spin: 0.000 eV

***

No. 4
A structure of composition C23H30FeN3STe4 at a distorted geometry. Source: the Open Molecules 2025 dataset; level of theory: the ωB97M-V functional and the def2-TZVPD basis.

Last column: Mulliken spin population.
Cartesian coordinates (Å):
Fe (-1.0683, 1.4687, 0.2939)  3.6699
C (4.9167, -1.6500, 1.0735)  0.0002
C (3.5149, -1.4955, 0.5467)  -0.0044
C (3.1983, -2.6409, -0.4545)  0.0001
C (2.4891, -1.5196, 1.6707)  -0.0097
C (3.3739, -0.1752, -0.1665)  0.0064
C (4.4294, 0.6921, -0.4782)  -0.0033
C (4.1991, 1.9489, -1.0749)  0.0020
C (2.9111, 2.4948, -1.1995)  -0.0080
S (2.2859, 4.0108, -1.7549)  0.0096
C (0.6542, 3.4434, -1.2784)  -0.0276
N (0.5673, 2.1711, -0.8490)  0.0330
C (1.8418, 1.5740, -0.8872)  -0.0104
C (2.0656, 0.2509, -0.5226)  0.0219
C (-0.3371, 4.4179, -0.9282)  -0.0536
C (0.0478, 5.6661, -0.4280)  -0.0060
C (-0.8606, 6.5399, 0.1241)  0.0010
C (-2.2199, 6.2797, 0.0721)  0.0131
C (-2.6863, 5.1164, -0.4683)  0.0265
C (-1.7686, 4.1491, -0.9401)  0.0520
H (5.0092, -2.6460, 1.5794)  0.0000
H (5.0870, -0.8786, 1.8534)  0.0000
H (5.6529, -1.6394, 0.2815)  0.0000
H (3.2206, -3.5763, 0.0856)  0.0000
H (3.8539, -2.7012, -1.2871)  -0.0001
H (2.2227, -2.4253, -0.8651)  -0.0004
H (2.4556, -2.5151, 2.1516)  0.0011
H (1.4744, -1.2980, 1.3496)  0.0109
H (2.6702, -0.8078, 2.4834)  -0.0008
H (5.4422, 0.4012, -0.2423)  0.0001
H (5.0881, 2.4505, -1.4078)  0.0000
H (1.2065, -0.4022, -0.4548)  0.0220
H (1.1087, 5.9449, -0.4392)  0.0000
H (-0.5634, 7.5094, 0.3823)  0.0004
H (-2.8938, 7.0889, 0.3117)  -0.0022
H (-3.7465, 4.9343, -0.5727)  -0.0049
Te (-2.3949, 2.2620, -1.8941)  0.0748
Te (-4.3032, 2.0576, -0.0198)  0.3758
Te (-2.5971, 2.9144, 2.3453)  0.5179
Te (-0.3478, 1.6427, 2.7833)  0.2470
C (-2.7390, -4.7134, -1.0719)  0.0010
C (-1.6108, -4.0549, -0.2682)  -0.0019
N (-1.9353, -2.7404, 0.3355)  0.0120
C (-2.8393, -2.7833, 1.4606)  -0.0030
C (-4.3594, -2.5462, 1.0951)  -0.0016
C (-1.5736, -1.5049, -0.1711)  0.0667
C (-1.7177, -1.3052, -1.6433)  -0.0070
N (-1.2530, -0.4417, 0.6036)  -0.0454
H (-3.6087, -4.0309, -1.2021)  -0.0003
H (-3.1361, -5.5553, -0.4687)  -0.0001
H (-2.3431, -5.1553, -2.0045)  0.0001
H (-0.7090, -4.0080, -0.9045)  0.0001
H (-1.3546, -4.6181, 0.6756)  0.0004
H (-2.5852, -1.9378, 2.1227)  0.0009
H (-2.6073, -3.7674, 1.9435)  -0.0002
H (-4.4769, -1.9192, 0.2017)  0.0026
H (-4.8692, -1.9854, 1.8758)  -0.0005
H (-4.9706, -3.4722, 1.0435)  -0.0001
H (-1.9574, -2.2601, -2.0985)  0.0007
H (-0.9162, -0.7757, -2.1055)  -0.0003
H (-2.5954, -0.6841, -1.7636)  0.0105
H (-1.0418, -0.7993, 1.5697)  0.0111

Properties
* Kohn-Sham gap (spin up / spin down): 4.471 / 5.100 eV
* expectation value of S²: 8.78
* HOMO energy (spin up / spin down): -5.126 / -5.847 eV
* E_tot: -103202.52063 eV
* spin multiplicity: 6

***

Question: Which of these has the highest E_tot?
Answer: C6H12IO4